No. 1
{"formula": "C6H10NO", "method": "the ωB97M-V functional and the def2-TZVPD basis", "orbital_gap_ha": 0.39643, "smiles": "C=C[C@H]1O[C@@]12C[N@H+]2C", "charge": 1, "homo_energy_ev": -14.05, "symbols": ["C", "C", "C", "O", "C", "C", "N", "C", "H", "H", "H", "H", "H", "H", "H", "H", "H", "H"], "coordinates": [[-2.769, 0.940, -0.079], [-2.237, -0.257, -0.228], [-0.934, -0.478, 0.523], [-0.403, -1.927, 0.626], [0.274, -0.916, -0.085], [1.200, -0.833, -1.193], [1.695, -0.390, 0.157], [1.787, 1.022, 0.523], [-3.617, 1.220, -0.604], [-2.155, 1.719, 0.305], [-2.768, -1.099, -0.710], [-0.818, 0.181, 1.425], [1.590, -1.812, -1.420], [1.219, 0.011, -1.916], [2.381, -1.082, 0.644], [0.895, 1.434, 0.346], [1.946, 0.915, 1.627], [2.713, 1.353, 0.058]]}

=====

No. 2
{"formula": "C25H41N5O5PPtS2", "method": "the ωB97M-V functional and the def2-TZVPD basis", "orbital_gap_ha": [0.27011, 0.27736], "charge": 0, "homo_energy_ev": [-7.04, -7.65], "multiplicity": 2, "symbols": ["Pt", "O", "N", "C", "C", "C", "C", "C", "H", "H", "H", "H", "H", "O", "S", "C", "C", "C", "C", "H", "H", "H", "H", "H", "H", "H", "H", "S", "C", "N", "C", "O", "C", "O", "H", "H", "H", "C", "N", "C", "P", "O", "N", "C", "C", "N", "C", "C", "H", "H", "H", "H", "H", "H", "H", "H", "H", "H", "H", "H", "H", "H", "H", "H", "H", "H", "C", "C", "C", "C", "C", "C", "C", "H", "H", "H", "H", "H", "H", "H"], "coordinates": [[0.894, -0.187, 0.215], [0.812, 1.309, 2.324], [1.273, 0.763, 3.399], [0.605, -0.251, 3.994], [1.098, -0.842, 5.136], [2.291, -0.402, 5.688], [2.964, 0.634, 5.059], [2.444, 1.200, 3.918], [-0.296, -0.547, 3.479], [0.540, -1.654, 5.579], [2.690, -0.860, 6.582], [3.902, 1.011, 5.442], [2.899, 2.000, 3.354], [1.416, -1.201, -1.798], [0.400, -0.945, -2.901], [-0.125, -2.597, -3.433], [0.876, -3.061, -4.482], [1.139, -1.831, -5.349], [1.443, -0.699, -4.373], [-1.136, -2.500, -3.834], [-0.161, -3.187, -2.519], [0.493, -3.903, -5.059], [1.797, -3.380, -3.988], [0.247, -1.596, -5.936], [1.963, -1.974, -6.048], [1.286, 0.308, -4.755], [2.452, -0.773, -3.965], [2.775, 1.324, -0.370], [2.011, 1.881, -1.759], [1.469, 2.259, -2.713], [-2.126, -2.711, 1.741], [-1.008, -1.819, 1.671], [-0.659, -1.427, 0.408], [-1.310, -1.807, -0.538], [-2.288, -2.908, 2.798], [-1.909, -3.639, 1.212], [-3.012, -2.261, 1.296], [-1.920, 2.333, -2.618], [-2.637, 2.593, -1.373], [-3.719, 3.550, -1.508], [-1.883, 2.325, 0.076], [-0.850, 1.278, -0.087], [-1.232, 3.674, 0.782], [0.171, 3.993, 0.534], [-2.045, 4.838, 1.081], [-3.150, 1.980, 1.097], [-2.812, 1.800, 2.508], [-4.155, 1.017, 0.659], [-2.617, 1.915, -3.351], [-1.115, 1.627, -2.448], [-1.486, 3.250, -3.028], [-4.466, 3.165, -2.210], [-3.364, 4.513, -1.893], [-4.209, 3.716, -0.551], [0.744, 3.083, 0.395], [0.571, 4.515, 1.407], [0.294, 4.634, -0.346], [-3.069, 4.544, 1.306], [-2.058, 5.558, 0.254], [-1.636, 5.347, 1.958], [-2.072, 2.534, 2.818], [-2.402, 0.799, 2.691], [-3.715, 1.921, 3.111], [-4.273, 1.052, -0.421], [-5.113, 1.250, 1.130], [-3.872, -0.004, 0.940], [2.034, -1.566, 1.234], [2.544, -2.656, 0.354], [3.749, -2.521, -0.331], [4.186, -3.509, -1.200], [3.425, -4.652, -1.400], [2.226, -4.804, -0.714], [1.794, -3.815, 0.156], [2.863, -0.992, 1.656], [1.418, -1.965, 2.036], [4.329, -1.614, -0.203], [5.123, -3.383, -1.728], [3.766, -5.424, -2.078], [1.629, -5.697, -0.855], [0.853, -3.931, 0.684]]}

=====

No. 3
{"formula": "C5H9NO", "method": "the ωB97M-V functional and the def2-TZVPD basis", "orbital_gap_ha": 0.39583, "smiles": "[H]/N=C1/CCCCO1", "charge": 0, "homo_energy_ev": -9.85, "symbols": ["H", "N", "C", "C", "C", "C", "C", "O", "H", "H", "H", "H", "H", "H", "H", "H"], "coordinates": [[2.853, 1.544, 0.331], [2.632, 0.547, 0.286], [1.409, 0.379, 0.009], [0.796, -0.964, -0.245], [-0.549, -1.140, 0.472], [-1.447, -0.183, -0.306], [-0.863, 1.224, -0.091], [0.556, 1.415, -0.235], [0.538, -0.911, -1.309], [1.527, -1.756, -0.109], [-0.511, -0.852, 1.533], [-0.875, -2.183, 0.437], [-1.472, -0.541, -1.345], [-2.491, -0.134, 0.025], [-1.102, 1.470, 0.951], [-1.307, 1.980, -0.741]]}

=====

No. 4
{"formula": "CH2BrClO", "method": "the ωB97M-V functional and the def2-TZVPD basis", "orbital_gap_ha": 0.35223, "charge": 0, "homo_energy_ev": -9.14, "symbols": ["C", "O", "Cl", "Br", "H", "H"], "coordinates": [[-1.558, 0.670, -0.526], [-0.687, 1.261, 0.130], [1.690, -0.762, -0.001], [-1.877, -1.058, 0.102], [2.843, -0.896, -0.610], [-0.411, 0.784, 0.906]]}

=====

No. 5
{"formula": "C17H18ClNO5S", "method": "the ωB97M-V functional and the def2-TZVPD basis", "orbital_gap_ha": 0.33528, "smiles": "COC(=O)CN(c1cc(Cl)ccc1OC)S(=O)(=O)c1ccc(C)cc1", "charge": 0, "homo_energy_ev": -8.54, "symbols": ["C", "O", "C", "O", "C", "N", "C", "C", "C", "Cl", "C", "C", "C", "O", "C", "S", "O", "O", "C", "C", "C", "C", "C", "C", "C", "H", "H", "H", "H", "H", "H", "H", "H", "H", "H", "H", "H", "H", "H", "H", "H", "H", "H"], "coordinates": [[-0.192, -4.262, 3.970], [-0.736, -2.994, 3.615], [0.035, -2.216, 2.855], [1.119, -2.532, 2.447], [-0.648, -0.885, 2.584], [-0.017, -0.219, 1.477], [0.019, -0.818, 0.226], [-0.914, -1.765, -0.188], [-0.863, -2.266, -1.477], [-2.039, -3.434, -1.963], [0.090, -1.837, -2.383], [1.041, -0.924, -1.963], [1.035, -0.432, -0.668], [2.000, 0.459, -0.274], [2.934, -0.057, 0.670], [0.011, 1.496, 1.599], [1.274, 1.941, 2.096], [-1.135, 1.805, 2.411], [-0.298, 2.077, -0.060], [0.620, 2.888, -0.693], [0.351, 3.330, -1.977], [-0.824, 2.963, -2.625], [-1.117, 3.446, -4.011], [-1.741, 2.157, -1.954], [-1.484, 1.717, -0.669], [0.045, -4.836, 3.072], [0.719, -4.131, 4.556], [-0.957, -4.764, 4.557], [-1.727, -1.036, 2.456], [-0.513, -0.240, 3.457], [-1.685, -2.109, 0.482], [0.103, -2.226, -3.388], [1.817, -0.592, -2.635], [3.334, 0.801, 1.203], [2.459, -0.736, 1.379], [3.734, -0.587, 0.142], [1.531, 3.145, -0.178], [1.064, 3.962, -2.484], [-1.757, 4.328, -3.966], [-0.202, 3.719, -4.530], [-1.638, 2.684, -4.584], [-2.660, 1.874, -2.445], [-2.193, 1.105, -0.135]]}

=====

No. 6
{"formula": "CH4O3S", "method": "the ωB97M-V functional and the def2-TZVPD basis", "orbital_gap_ha": [0.24576, 0.29677], "charge": 0, "homo_energy_ev": [-6.13, -10.70], "multiplicity": 3, "symbols": ["C", "O", "O", "O", "S", "H", "H", "H", "H"], "coordinates": [[-0.467, 0.333, -0.217], [0.135, 0.950, 0.963], [0.360, 0.546, -1.251], [-0.799, -0.974, -0.189], [0.322, -1.986, 0.562], [-1.588, 0.903, -0.369], [-0.165, 0.372, 1.736], [0.960, 1.324, -0.953], [1.241, -1.468, -0.282]]}

=====

No. 7
{"formula": "C4H8F6N3O4PtS2", "method": "the ωB97M-V functional and the def2-TZVPD basis", "orbital_gap_ha": 0.34148, "charge": 3, "homo_energy_ev": -19.12, "symbols": ["Pt", "F", "C", "F", "F", "S", "O", "O", "N", "S", "O", "O", "C", "F", "F", "F", "N", "C", "C", "N", "H", "H", "H", "H", "H", "H", "H", "H"], "coordinates": [[-2.088, -1.274, -0.392], [-0.846, 3.252, -2.043], [-1.513, 2.827, -1.009], [-2.778, 2.635, -1.275], [-1.335, 3.573, 0.047], [-0.837, 1.106, -0.574], [-1.503, 0.567, 0.627], [-1.066, 0.154, -1.678], [0.702, 1.489, -0.368], [1.788, 0.532, 0.130], [3.069, 1.089, 0.233], [1.421, -0.793, 0.451], [10.770, 6.066, 2.212], [10.427, 6.865, 1.336], [11.460, 5.087, 1.917], [10.425, 6.247, 3.382], [-3.034, -2.392, 1.001], [-3.296, -3.787, 0.503], [-3.617, -3.674, -0.966], [-2.523, -2.846, -1.579], [-2.495, -2.427, 1.866], [-3.917, -1.935, 1.236], [-4.112, -4.238, 1.065], [-2.393, -4.373, 0.673], [-4.557, -3.148, -1.129], [-3.672, -4.646, -1.452], [-2.795, -2.542, -2.515], [-1.684, -3.416, -1.698]]}

=====

no.,E_tot (Eh)
1,-364.21679
2,-2884.22636
3,-325.89722
4,-3148.65726
5,-1947.92086
6,-664.21722
7,-2136.16087